This record from the OMol25 dataset describes 2 unconnected molecules or ions with the total composition C3H11N3. The level of theory is ωB97M-V/def2-TZVPD.

The geometry in ORCA input format:
```
! RIJCOSX wB97M-V def2-TZVPD def2/J DEFGRID3
* xyz 0 1
C -2.243 -0.786 -0.567
N -2.207 0.396 -0.993
C -1.732 1.429 -0.095
H -2.564 -1.560 -1.254
H -1.959 -1.032 0.459
H -1.780 1.109 0.946
H -2.292 2.355 -0.228
H -0.697 1.655 -0.349
N 1.546 0.365 -0.580
C 1.480 -0.192 0.824
N 2.517 -1.143 1.178
H 2.351 -0.090 -1.015
H 0.784 -0.087 -1.085
H 1.613 0.663 1.477
H 0.517 -0.689 0.952
H 2.785 -1.791 0.450
H 3.357 -0.671 1.493
*
```

Results
Gap between HOMO and LUMO (eV): 10.2
ΔE to the lowest compared entry with this formula, charge and spin (kJ/mol): 163.0
Highest occupied orbital energy (eV): -9.17
LUMO (eV): 1.0241